*w*
{"formula": "C8H18FN2O5PS", "method": "ωB97M-V with the def2-TZVPD basis set", "homo_lumo_gap_ev": 6.70, "total_charge": 0, "homo_energy_ha": -0.32784, "lumo_ev": -2.2224, "symbols": ["C", "P", "O", "S", "F", "C", "O", "O", "H", "H", "H", "H", "C", "C", "O", "N", "C", "H", "H", "H", "H", "H", "H", "H", "C", "C", "O", "N", "C", "H", "H", "H", "H", "H", "H", "H"], "xyz": [[2.970, 0.509, 0.584], [1.583, 1.788, 0.644], [2.082, 3.277, -0.046], [-0.006, 1.105, -0.654], [0.571, -0.123, -1.689], [-1.268, 0.377, 0.558], [-1.098, 0.412, 1.828], [-2.391, -0.163, -0.056], [3.233, 0.357, -0.528], [3.882, 0.767, 1.224], [2.576, -0.498, 0.977], [1.265, 3.839, -0.014], [-4.466, 0.502, 2.633], [-5.434, 0.739, 3.760], [-6.596, 1.073, 3.564], [-4.980, 0.572, 5.034], [-3.655, 0.185, 5.466], [-4.963, 0.672, 1.679], [-3.626, 1.194, 2.711], [-4.110, -0.530, 2.658], [-5.684, 0.748, 5.738], [-3.739, -0.735, 6.049], [-3.256, 0.978, 6.102], [-2.980, 0.021, 4.628], [2.884, -2.578, -3.500], [3.893, -1.462, -3.458], [4.638, -1.292, -2.501], [3.963, -0.626, -4.531], [3.176, -0.663, -5.746], [2.947, -3.157, -2.579], [1.875, -2.169, -3.583], [3.094, -3.243, -4.341], [4.661, 0.097, -4.433], [3.856, -0.780, -6.591], [2.646, 0.286, -5.840], [2.457, -1.480, -5.746]]}

*x*
{"formula": "C8H18FN2O5PS", "method": "ωB97M-V with the def2-TZVPD basis set", "homo_lumo_gap_ev": 9.56, "total_charge": 0, "homo_energy_ha": -0.34535, "lumo_ev": 0.1617, "smiles": "C=CN(P(N)O)S(=O)(=O)F.CC(C)=O.CC(C)=O", "symbols": ["C", "C", "N", "P", "N", "O", "S", "O", "O", "F", "H", "H", "H", "H", "H", "H", "C", "C", "C", "O", "H", "H", "H", "H", "H", "H", "C", "C", "C", "O", "H", "H", "H", "H", "H", "H"], "xyz": [[0.102, 5.736, -0.619], [-0.434, 4.585, -0.248], [0.233, 3.403, -0.675], [1.839, 3.158, 0.142], [1.748, 1.916, 1.271], [2.766, 2.500, -1.034], [-0.760, 2.073, -0.663], [-0.101, 0.946, -1.184], [-1.917, 2.364, -1.401], [-1.198, 1.719, 0.805], [0.407, 5.815, -1.660], [0.283, 6.552, 0.067], [-1.353, 4.565, 0.332], [1.367, 2.222, 2.157], [1.326, 1.050, 0.940], [2.954, 3.230, -1.646], [1.261, -2.078, -1.366], [1.767, -3.400, -1.889], [1.158, -3.908, -3.174], [2.621, -4.027, -1.306], [1.782, -1.834, -0.442], [1.452, -1.290, -2.095], [0.191, -2.142, -1.162], [1.344, -3.198, -3.981], [0.083, -4.049, -3.048], [1.610, -4.863, -3.435], [-2.074, -3.340, 2.932], [-1.804, -1.859, 3.045], [-2.165, -1.000, 1.857], [-1.320, -1.380, 4.043], [-1.768, -3.834, 3.851], [-3.140, -3.514, 2.775], [-1.506, -3.761, 2.100], [-3.235, -1.073, 1.655], [-1.600, -1.319, 0.979], [-1.921, 0.032, 2.077]]}

*x* ends up most stable, edging out the next structure by 91.5 kJ/mol.

*w*
{"formula": "C4H10N2O", "method": "ωB97M-V with the def2-TZVPD basis set", "s2": 0.756, "homo_lumo_gap_ev": [10.57, 5.44], "total_charge": 1, "homo_energy_ha": [-0.52868, -0.51074], "multiplicity": 2, "lumo_ev": [-3.8117, -8.4543], "symbols": ["C", "C", "N", "C", "C", "N", "O", "H", "H", "H", "H", "H", "H", "H", "H", "H", "H"], "xyz": [[-0.071, 2.110, 0.227], [0.700, 0.969, -0.376], [-0.105, 0.049, -1.165], [-1.197, -0.780, -0.681], [-0.826, -1.738, 0.455], [-0.052, -1.140, 1.490], [1.839, 0.787, -0.231], [-0.917, 1.783, 0.842], [0.663, 2.680, 0.791], [-0.440, 2.828, -0.527], [-0.235, 0.166, -2.188], [-1.997, -0.103, -0.316], [-1.475, -1.416, -1.527], [-1.721, -2.150, 0.900], [-0.229, -2.592, 0.085], [0.831, -0.756, 1.189], [0.174, -1.868, 2.151]]}

*x*
{"formula": "C4H10N2O", "method": "ωB97M-V with the def2-TZVPD basis set", "s2": 0.767, "homo_lumo_gap_ev": [10.66, 5.98], "total_charge": 1, "homo_energy_ha": [-0.52954, -0.52882], "multiplicity": 2, "lumo_ev": [-3.7533, -8.4053], "symbols": ["N", "C", "C", "N", "C", "C", "O", "H", "H", "H", "H", "H", "H", "H", "H", "H", "H"], "xyz": [[-0.484, -1.572, 1.593], [0.775, -0.907, 1.236], [0.400, 0.483, 0.722], [-0.069, 0.601, -0.591], [-0.137, 1.924, -1.151], [-0.367, -0.527, -1.427], [0.295, 1.423, 1.484], [-0.925, -1.070, 2.353], [-0.240, -2.410, 2.100], [1.330, -1.501, 0.519], [1.402, -0.697, 2.106], [-0.425, 2.640, -0.388], [0.784, 2.163, -1.692], [-0.920, 1.951, -1.913], [-1.166, -1.138, -0.993], [0.513, -1.149, -1.574], [-0.764, -0.211, -2.386]]}

*x* ends up most stable, edging out the next structure by 55.8 kJ/mol.

*w*
{"formula": "C2H4BrN", "method": "ωB97M-V with the def2-TZVPD basis set", "homo_lumo_gap_ev": 11.70, "total_charge": 0, "homo_energy_ha": -0.42403, "lumo_ev": 0.1593, "smiles": "N#CBr.C", "symbols": ["N", "C", "Br", "C", "H", "H", "H", "H"], "xyz": [[-1.011, -0.688, -2.417], [-0.499, 0.334, -2.487], [0.279, 1.936, -2.303], [0.225, -0.332, 1.498], [-0.240, 0.539, 1.175], [1.242, -0.012, 1.245], [0.124, -0.649, 2.581], [-0.120, -1.127, 0.708]]}

*x*
{"formula": "C2H4BrN", "method": "ωB97M-V with the def2-TZVPD basis set", "homo_lumo_gap_ev": [7.94, 7.37], "total_charge": 0, "homo_energy_ha": [-0.31475, -0.30054], "lumo_ev": [-0.6293, -0.8076], "symbols": ["C", "C", "N", "Br", "H", "H", "H", "H"], "xyz": [[-0.901, 0.249, 0.135], [0.184, -0.712, 0.103], [-0.473, 2.667, 0.059], [-2.665, -0.115, -0.010], [1.108, -0.225, -0.204], [-0.034, -1.570, -0.541], [0.330, -1.089, 1.125], [-1.400, 2.891, -0.311]]}

*w* ends up most stable, edging out the next structure by 594.9 kJ/mol.

*w*
{"formula": "C3H5N3O2S", "method": "ωB97M-V with the def2-TZVPD basis set", "homo_lumo_gap_ev": 10.29, "total_charge": 0, "homo_energy_ha": -0.37511, "lumo_ev": 0.0822, "symbols": ["C", "C", "C", "N", "N", "N", "O", "O", "S", "H", "H", "H", "H", "H"], "xyz": [[0.536, 0.082, -0.641], [-0.648, -0.349, 0.718], [1.895, 0.324, -0.194], [-0.186, 0.408, -1.585], [-1.773, -0.136, 0.240], [-0.139, -0.756, 1.825], [-2.424, 1.509, -1.599], [-2.348, -0.861, -2.025], [-1.803, 0.260, -1.343], [2.323, -0.451, 0.612], [1.799, 1.176, 0.504], [2.497, 0.349, -1.081], [0.860, -0.684, 1.859], [-0.588, -0.872, 2.711]]}

*x*
{"formula": "C3H5N3O2S", "method": "ωB97M-V with the def2-TZVPD basis set", "homo_lumo_gap_ev": [7.89, 5.78], "total_charge": 0, "homo_energy_ha": [-0.34528, -0.32548], "lumo_ev": [-1.5081, -3.0790], "symbols": ["C", "C", "C", "N", "N", "N", "O", "O", "S", "H", "H", "H", "H", "H"], "xyz": [[-0.850, -2.335, -1.187], [-0.396, 0.005, 1.003], [0.599, 0.024, 0.005], [1.082, -0.962, -0.800], [0.353, -2.091, -0.930], [1.276, 1.105, -0.217], [-0.214, 2.547, 1.558], [-2.398, 1.472, 1.850], [-1.172, 1.582, 1.126], [-1.116, -3.361, -1.324], [1.010, -2.848, -0.973], [1.262, 1.875, 0.633], [2.118, 0.911, -0.641], [-1.555, 2.075, -0.101]]}

*w* ends up most stable, edging out the next structure by 662.2 kJ/mol.

*w*
{"formula": "C4H5NO3S", "method": "ωB97M-V with the def2-TZVPD basis set", "homo_lumo_gap_ev": 10.89, "total_charge": 0, "homo_energy_ha": -0.40217, "lumo_ev": -0.0515, "smiles": "C#CC(=O)NS(C)(=O)=O", "symbols": ["C", "C", "C", "O", "N", "S", "C", "O", "O", "H", "H", "H", "H", "H"], "xyz": [[-3.053, -2.022, 0.338], [-2.382, -1.035, 0.214], [-1.219, -0.200, 0.226], [-1.171, 0.784, 0.870], [-0.103, -0.507, -0.527], [1.331, -0.981, 0.108], [1.961, 0.479, 0.968], [2.136, -1.115, -1.045], [1.092, -1.972, 1.102], [-3.781, -2.696, 0.444], [-0.180, -1.132, -1.350], [2.880, 0.053, 1.440], [2.289, 1.236, 0.216], [1.213, 0.886, 1.606]]}

*x*
{"formula": "C4H5NO3S", "method": "ωB97M-V with the def2-TZVPD basis set", "homo_lumo_gap_ev": 8.42, "total_charge": 0, "homo_energy_ha": -0.29468, "lumo_ev": 0.4039, "symbols": ["C", "C", "C", "C", "N", "O", "O", "O", "S", "H", "H", "H", "H", "H"], "xyz": [[0.300, 1.447, -0.460], [-0.758, -2.093, -0.105], [1.149, 0.481, 0.243], [-2.123, 1.870, 0.096], [-0.944, 1.769, -0.108], [-0.876, -1.895, 1.058], [0.250, -1.699, -0.881], [2.038, -1.900, 0.760], [1.753, -1.200, -0.455], [0.567, 2.005, -1.378], [-1.510, -2.682, -0.828], [2.070, 1.013, 0.239], [0.573, 0.198, 1.139], [-2.488, 2.686, 0.679]]}

*w* ends up most stable, edging out the next structure by 132.0 kJ/mol.

*w*
{"formula": "C5H2O", "method": "ωB97M-V with the def2-TZVPD basis set", "homo_lumo_gap_ev": 8.49, "total_charge": 0, "homo_energy_ha": -0.33816, "lumo_ev": -0.7154, "symbols": ["C", "C", "C", "C", "C", "O", "H", "H"], "xyz": [[2.314, -0.981, 0.473], [1.305, -0.603, -0.143], [-1.326, -0.936, -0.415], [0.878, 0.626, -0.872], [-0.051, -0.251, -0.680], [-2.064, -0.335, 0.317], [-1.314, -1.931, -0.922], [1.260, 1.530, -1.252]]}

*x*
{"formula": "C5H2O", "method": "ωB97M-V with the def2-TZVPD basis set", "homo_lumo_gap_ev": 8.46, "total_charge": 0, "homo_energy_ha": -0.34119, "lumo_ev": -0.8240, "symbols": ["C", "C", "C", "C", "C", "O", "H", "H"], "xyz": [[-2.641, -0.674, -0.260], [-1.504, -0.311, 0.092], [1.237, 0.888, 0.605], [-0.343, -0.735, -0.720], [-0.032, 0.067, 0.258], [2.195, 0.760, -0.057], [1.277, 1.497, 1.570], [-0.188, -1.492, -1.487]]}

*w* ends up most stable, edging out the next structure by 8.9 kJ/mol.